The following is a quantum chemistry calculation of a molecular structure, C18H23IrN4S, from the Open Molecules 2025 dataset.

Results
LUMO level (spin up / spin down) ... -5.75 / -9.48 eV
Spin multiplicity ... 5
⟨S²⟩ ... 6.05
Maximum force ... 3.8 eV/Å
Gap between HOMO and LUMO (spin up / spin down) ... 0.2613 / 0.2191 hartree
HOMO (spin up / spin down) ... -12.9 / -15.4 eV
Charge ... +2

Geometry as XYZ:
```
47
C18H23IrN4S ωB97M-V/def2-TZVPD
Ir -0.20970 0.04800 -0.10330
C -0.04160 2.61080 1.63250
C 0.51010 1.60090 2.64430
N 0.13700 0.22840 2.27450
C 1.13170 -0.80140 2.60360
C 2.41910 -0.69320 1.77760
S 2.20660 -0.14190 0.03660
C 2.70730 1.62490 0.17870
C 1.61400 2.59080 -0.24870
N 0.26750 2.23090 0.23970
H 0.36390 3.59950 1.87360
H -1.13090 2.65660 1.72900
H 0.12850 1.86450 3.63510
H 1.59520 1.67540 2.68440
H -0.74940 -0.01420 2.71350
H 0.66590 -1.77220 2.41680
H 1.40550 -0.75010 3.66520
H 2.89390 -1.67350 1.72420
H 3.14370 -0.01470 2.22140
H 3.56720 1.73400 -0.48400
H 3.04270 1.79930 1.19650
H 1.57180 2.58810 -1.34120
H 1.89230 3.60060 0.08050
H -0.37270 2.77820 -0.33210
C -5.39300 2.66540 -0.10760
C -4.10660 3.05450 -0.49200
C -3.09750 2.12790 -0.59840
C -3.34160 0.76180 -0.32190
C -4.67720 0.37600 -0.00220
C -5.66630 1.31580 0.11980
N -2.36500 -0.17380 -0.33290
N -2.74740 -1.43450 -0.25810
C -1.83820 -2.36990 -0.20800
C -2.18770 -3.73660 -0.14230
C -1.21820 -4.70170 -0.12020
C 0.13450 -4.33440 -0.18840
C 0.49490 -2.98990 -0.23790
C -0.42860 -1.96410 -0.22010
H -6.17420 3.40120 -0.01030
H -3.91710 4.09160 -0.71730
H -2.13090 2.43040 -0.96940
H -4.86930 -0.67600 0.14890
H -6.66510 1.00570 0.38840
H -3.23700 -3.98420 -0.13610
H -1.48170 -5.74730 -0.06910
H 0.89780 -5.09790 -0.19920
H 1.55040 -2.76380 -0.30400
```


The following is a quantum chemistry calculation of 2 unconnected molecules or ions with the total composition C2H2N3S2, from the Open Molecules 2025 dataset.

Results
LUMO level (spin up / spin down) ... 0.36 / 1.65 eV
Spin multiplicity ... 1
Maximum force ... 4.3 eV/Å
Gap between HOMO and LUMO (spin up / spin down) ... 0.1357 / 0.1994 hartree
HOMO (spin up / spin down) ... -3.3 / -3.8 eV
Charge ... -1
Energy relative to the best compared isomer or geometry (same formula, charge and spin) ... 516.3 kJ/mol

Geometry as XYZ:
```
9
C2H2N3S2 ωB97M-V/def2-TZVPD
C 0.07274 0.64491 0.43652
C -0.77483 -0.29671 -0.10660
N -0.55957 1.72994 0.82337
N -1.83694 1.50879 0.52069
N -1.97501 0.25562 0.06763
S -3.48371 -0.16179 -0.57504
S 3.30409 -1.77856 -0.51625
H 1.16702 0.78447 0.53335
H 4.08621 -2.68667 -1.18368
```


The following is a quantum chemistry calculation of C20H33N5O4 in the gas phase, from the Open Molecules 2025 dataset.

Results
LUMO level ... 0.58 eV
Spin multiplicity ... 1
Maximum force ... 0.1 eV/Å
Gap between HOMO and LUMO ... 0.3641 hartree
SMILES ... CCO[C@H]1CCN(C(=O)CO[C@H]2C[C@@H](NC(=O)CCc3ncnn3C)C2)C[C@@H]1C
HOMO ... -9.3 eV
Charge ... 0
Energy relative to the best compared isomer or geometry (same formula, charge and spin) ... 12.6 kJ/mol

Geometry as XYZ:
```
62
C20H33N5O4 ωB97M-V/def2-TZVPD
C -2.79174 1.03598 -5.88473
C -2.93645 0.79430 -4.39872
O -1.74415 1.21623 -3.76074
C -1.86446 1.46950 -2.37340
C -2.09387 0.18089 -1.58285
C -2.01208 0.44150 -0.08106
N -0.74613 1.07949 0.24860
C 0.38565 0.36500 0.52690
O 1.50142 0.83668 0.44195
C 0.17387 -1.08353 0.95899
O 1.42232 -1.64026 1.24194
C 1.36021 -2.99300 1.65738
C 1.04245 -3.95951 0.49227
C 2.56193 -4.03374 0.20430
N 3.00138 -3.05638 -0.77576
C 2.57315 -3.15590 -2.05815
O 1.98255 -4.14091 -2.47432
C 2.79947 -1.94149 -2.93335
C 1.60889 -0.97262 -2.77835
C 1.43629 -0.10119 -3.97375
N 1.91793 1.11740 -4.13688
C 1.50298 1.43922 -5.38672
N 0.80952 0.50562 -5.99901
N 0.78127 -0.48472 -5.08168
C 0.04018 -1.69996 -5.33539
C 2.79994 -3.52719 1.64353
C -0.58374 2.36633 -0.41769
C -0.59614 2.19630 -1.93565
C -0.44457 3.53623 -2.63895
H -3.65700 0.64205 -6.41981
H -2.71107 2.10337 -6.08965
H -1.89051 0.55421 -6.26340
H -3.78988 1.35583 -3.99535
H -3.12265 -0.26894 -4.19741
H -2.72611 2.14051 -2.20734
H -3.06482 -0.25382 -1.83155
H -1.32306 -0.54139 -1.87413
H -2.81371 1.11980 0.22548
H -2.14550 -0.47367 0.49087
H -0.48448 -1.12060 1.83823
H -0.32870 -1.62940 0.14922
H 0.77438 -3.08273 2.57797
H 0.66098 -4.91227 0.85869
H 0.40895 -3.60872 -0.32053
H 2.95301 -5.01275 -0.06195
H 3.24914 -2.14008 -0.43395
H 3.73186 -1.42846 -2.69620
H 2.85837 -2.30224 -3.95959
H 0.69612 -1.55528 -2.62394
H 1.74871 -0.33518 -1.90392
H 1.72067 2.38339 -5.85885
H 0.41808 -2.50045 -4.70212
H -1.02181 -1.54619 -5.13841
H 0.17602 -1.97643 -6.37754
H 3.58242 -2.78489 1.79989
H 2.93294 -4.35590 2.33637
H -1.40410 3.01774 -0.09793
H 0.35468 2.80898 -0.09507
H 0.25757 1.56770 -2.20438
H -1.27040 4.20639 -2.38134
H 0.48998 4.01730 -2.34740
H -0.43605 3.40220 -3.71915
```


The following is a quantum chemistry calculation of a molecular structure, CHBeO5, from the Open Molecules 2025 dataset.

Results
LUMO level ... -7.65 eV
Spin multiplicity ... 1
Maximum force ... 5.6 eV/Å
Gap between HOMO and LUMO ... 0.3263 hartree
HOMO ... -16.5 eV
Charge ... +1

Geometry as XYZ:
```
8
CHBeO5 ωB97M-V/def2-TZVPD
O 1.63823 0.88577 0.59838
O 0.61487 -0.87236 -0.51086
O 0.84796 -0.26725 0.75274
C -0.66199 0.13117 -0.28948
O -0.75207 1.07334 -1.00430
O -1.55817 -0.48435 0.43306
Be 2.31917 -0.13374 -0.06277
H -2.44800 -0.33257 0.08323
```


The following is a quantum chemistry calculation of 2 unconnected molecules or ions with the total composition C4H14NO2, from the Open Molecules 2025 dataset.

Results
LUMO level ... -2.97 eV
Spin multiplicity ... 1
Maximum force ... 5.6 eV/Å
Gap between HOMO and LUMO ... 0.4303 hartree
HOMO ... -14.7 eV
Charge ... +1
Energy relative to the best compared isomer or geometry (same formula, charge and spin) ... 198.4 kJ/mol

Geometry as XYZ:
```
21
C4H14NO2 ωB97M-V/def2-TZVPD
O -1.19930 1.87516 1.04727
C -1.45340 1.14926 -0.20780
C -0.10868 0.73367 -0.65411
N 0.54193 -0.21711 0.45354
C 2.05799 -0.21910 0.28860
C -0.13351 0.10842 -2.06037
H -1.28016 2.84530 0.79351
H -1.94078 1.73018 -0.91494
H -2.27681 0.33916 0.05307
H 0.51914 1.74316 -0.67878
H 0.27887 0.22112 1.32374
H 0.16841 -1.25526 0.41331
H 2.49352 -1.19662 0.74349
H 2.42641 0.71721 0.83133
H 2.29978 -0.23671 -0.83238
H -0.58000 0.82719 -2.84619
H 0.72166 -0.35845 -2.32436
H -0.97999 -0.68045 -1.99100
H 0.44156 -3.60815 0.48191
H -0.26735 -2.96384 1.81288
O 0.20028 -2.77987 0.92294
```


The following is a quantum chemistry calculation of 2 unconnected molecules or ions with the total composition C9H9N3O2, from the Open Molecules 2025 dataset.

Results
LUMO level ... 0.01 eV
Spin multiplicity ... 1
Maximum force ... 5.3 eV/Å
Gap between HOMO and LUMO ... 0.3200 hartree
SMILES ... O=c1cc[nH]c(=O)[nH]1.c1ccncc1
HOMO ... -8.7 eV
Charge ... 0
Energy relative to the best compared isomer or geometry (same formula, charge and spin) ... 284.5 kJ/mol

Geometry as XYZ:
```
23
C9H9N3O2 ωB97M-V/def2-TZVPD
O 4.16047 -1.88022 -0.17819
C 3.48137 -0.81896 -0.20347
C 3.85129 0.58692 -0.19941
C 2.84885 1.50404 0.00248
N 1.56660 1.13711 0.33432
C 1.11029 -0.18221 0.06195
O -0.09305 -0.53899 0.15446
N 2.10928 -1.08824 -0.37295
H 4.88873 0.88061 -0.62429
H 3.09011 2.61496 0.02823
H 0.89999 1.84368 0.25984
H 1.99178 -2.13858 -0.37642
C -2.77781 -0.67964 1.14973
C -3.69499 -1.09892 0.15852
C -3.50289 -0.51686 -1.10942
N -2.70248 0.48551 -1.33133
C -1.98015 1.05580 -0.32668
C -1.95638 0.39135 0.91659
H -2.65688 -1.16635 2.14918
H -4.15072 -2.10742 0.31067
H -3.96963 -0.90420 -2.04052
H -1.24592 1.91043 -0.52957
H -1.26785 0.71018 1.76629
```


Q: Which value of maximum force does entry 1 give?
A: 3.8 eV/Å


Q: The lowest charge belongs to which entry?
A: C2H2N3S2


Repeat the second record exactly.
The following is a quantum chemistry calculation of 2 unconnected molecules or ions with the total composition C2H2N3S2, from the Open Molecules 2025 dataset.

Results
LUMO level (spin up / spin down) ... 0.36 / 1.65 eV
Spin multiplicity ... 1
Maximum force ... 4.3 eV/Å
Gap between HOMO and LUMO (spin up / spin down) ... 0.1357 / 0.1994 hartree
HOMO (spin up / spin down) ... -3.3 / -3.8 eV
Charge ... -1
Energy relative to the best compared isomer or geometry (same formula, charge and spin) ... 516.3 kJ/mol

Geometry as XYZ:
```
9
C2H2N3S2 ωB97M-V/def2-TZVPD
C 0.07274 0.64491 0.43652
C -0.77483 -0.29671 -0.10660
N -0.55957 1.72994 0.82337
N -1.83694 1.50879 0.52069
N -1.97501 0.25562 0.06763
S -3.48371 -0.16179 -0.57504
S 3.30409 -1.77856 -0.51625
H 1.16702 0.78447 0.53335
H 4.08621 -2.68667 -1.18368
```